Record 1
Entry from the Open Molecules 2025 dataset: one molecule with the formula H2N2O2 in a non-equilibrium geometry (wB97M-V/def2-TZVPD).

```
6
H2N2O2 | the Open Molecules 2025 dataset | wB97M-V/def2-TZVPD
N 0.196 -0.267 -0.942
O -0.551 0.257 0.264
N 0.448 0.179 1.215
O 0.257 0.864 2.154
H -0.038 -1.268 -0.998
H -0.313 0.236 -1.692
```

Properties
Energy above the lowest of the compared OMol25 structures with the same formula, charge and spin in kcal/mol: 56.9
SMILES: NON=O
Kohn-Sham gap in eV: 10.822

Record 2
Entry from the Open Molecules 2025 dataset: CH2F3HgO3S as an isolated structure in a non-equilibrium geometry (wB97M-V/def2-TZVPD).

```
11
CH2F3HgO3S | the Open Molecules 2025 dataset | wB97M-V/def2-TZVPD
Hg -3.013 -1.996 0.424
O -3.249 -3.162 2.668
H -3.072 -3.930 3.218
H -2.374 -2.939 2.241
S -0.798 -0.424 -0.790
O -0.664 -1.503 0.307
O -2.306 -0.257 -0.985
C -0.411 1.117 0.230
F 0.891 1.377 0.176
F -1.076 2.153 -0.275
F -0.767 0.953 1.496
```

Properties
Energy above the lowest of the compared OMol25 structures with the same formula, charge and spin in kcal/mol: 0.0
2S+1: 2
Kohn-Sham gap (alpha / beta) in eV: 8.932 / 7.352

Record 3
Entry from the Open Molecules 2025 dataset: C3H2FLiO2 as an isolated structure in a non-equilibrium geometry (wB97M-V/def2-TZVPD).

```
9
C3H2FLiO2 | the Open Molecules 2025 dataset | wB97M-V/def2-TZVPD
H 0.659 -1.354 0.139
C 0.619 0.913 0.061
C -0.225 -0.098 0.442
O -1.132 0.124 1.489
C -2.042 -0.653 1.869
O 1.329 0.754 -1.014
H 0.381 1.914 0.462
F -0.752 -0.856 -1.335
Li 1.162 -0.743 -2.113
```

Properties
Energy above the lowest of the compared OMol25 structures with the same formula, charge and spin in kcal/mol: 70.2
2S+1: 2
Kohn-Sham gap (alpha / beta) in eV: 4.373 / 4.396
Net charge: -1

Record 4
Entry from the Open Molecules 2025 dataset: an isolated ion of composition C4H8N2O2 and charge +1 in a non-equilibrium geometry (wB97M-V/def2-TZVPD).

```
16
C4H8N2O2 | the Open Molecules 2025 dataset | wB97M-V/def2-TZVPD
C 2.227 -0.795 0.011
N 1.246 0.434 0.041
C 0.280 0.336 -0.943
C -1.062 0.108 -0.621
N -1.319 -0.005 0.777
C -2.643 0.330 1.278
O -1.989 0.171 -1.410
O 3.362 -0.563 0.584
H 1.712 -1.609 0.566
H 1.880 1.237 -0.088
H 2.252 -1.146 -1.048
H 0.628 0.585 -1.948
H -0.530 0.462 1.219
H -2.966 -0.503 1.914
H -2.582 1.284 1.772
H -3.259 0.455 0.385
```

Properties
Energy above the lowest of the compared OMol25 structures with the same formula, charge and spin in kcal/mol: 96.1
2S+1: 2
Kohn-Sham gap (alpha / beta) in eV: 6.533 / 6.509
Net charge: +1